(1)
Below is a molecular structure, C17H28F3IN2OSSiTi, with properties calculated with the ωB97M-V functional and the def2-TZVPD basis.

Results
* LUMO energy (spin up / spin down): -3.858 / -3.645 eV
* energy above the lowest of the compared OMol25 structures with the same formula, charge and spin: 0.00 kcal/mol
* net charge: +1
* 2S+1: 2
* E_tot: -81189.7467 eV
* ⟨S²⟩: 0.76
* E_HOMO (spin up / spin down): -11.95 / -12.26 eV

CARTESIAN COORDINATES (ANGSTROEM)
Ti: -2.594 0.020 0.313
F: -4.815 -4.455 0.805
C: -3.622 -4.753 0.257
F: -3.749 -5.934 -0.299
F: -2.740 -4.850 1.230
C: -3.093 -3.777 -0.718
C: -3.028 -3.991 -2.087
C: -2.607 -3.017 -2.951
C: -2.398 -1.724 -2.439
N: -2.435 -1.494 -1.104
C: -2.818 -2.464 -0.242
S: -2.851 -1.930 1.494
H: -3.165 -4.997 -2.549
H: -2.528 -3.243 -4.009
H: -2.032 -0.961 -3.087
C: 1.350 -1.233 1.214
Si: 1.287 0.539 0.595
C: 2.184 1.842 1.589
C: 1.582 2.067 3.006
C: 2.355 3.222 0.837
C: 3.691 1.383 1.681
C: 1.540 0.533 -1.294
C: 0.670 1.630 -1.981
C: 0.969 -0.850 -1.847
C: 3.118 0.541 -1.676
H: 0.395 -1.839 1.048
H: 1.672 -1.477 2.229
H: 2.110 -1.800 0.577
H: 0.630 2.546 2.808
H: 2.247 2.599 3.614
H: 1.430 1.128 3.526
H: 1.413 3.742 0.798
H: 2.877 3.098 -0.088
H: 2.964 3.878 1.452
H: 4.010 0.407 2.134
H: 4.150 2.156 2.231
H: 4.184 1.423 0.738
H: -0.403 1.449 -1.902
H: 0.981 1.710 -3.037
H: 0.859 2.688 -1.545
H: -0.113 -0.954 -1.760
H: 1.412 -1.713 -1.358
H: 1.271 -0.899 -2.870
H: 3.653 1.396 -1.311
H: 3.016 0.468 -2.733
H: 3.578 -0.347 -1.221
N: -1.029 3.052 0.778
C: -1.274 1.800 1.222
O: -0.575 0.841 0.616
C: -2.201 1.443 2.176
I: -4.201 1.511 -1.051
H: -0.718 3.329 -0.186
H: -1.710 3.702 1.050
H: -2.944 2.027 2.623
H: -1.954 0.533 2.703

(2)
Below is a molecular structure, C17H28FNO19S4, with properties calculated with the ωB97M-V functional and the def2-TZVPD basis.

Results
* LUMO energy: -0.619 eV
* E_tot: -104519.4373 eV
* E_HOMO: -8.67 eV

CARTESIAN COORDINATES (ANGSTROEM)
C: 2.043 -0.590 2.594
C: 0.566 -0.451 1.821
C: 0.422 0.939 0.964
N: -0.982 1.192 0.412
C: -1.858 1.443 1.639
C: -2.902 0.488 2.110
C: -3.428 -0.952 1.529
C: -2.720 -2.269 2.206
F: -4.900 -1.023 1.862
C: -3.407 1.326 3.465
O: -3.980 0.789 4.578
O: -3.060 2.766 3.234
C: -1.734 2.807 2.578
O: -0.738 3.707 2.670
H: 2.579 -1.500 2.090
H: 1.837 -0.860 3.734
H: 2.653 0.410 2.579
H: -0.235 -0.564 2.698
H: 0.395 -1.340 1.043
H: 1.223 0.934 0.079
H: 0.770 1.819 1.681
H: -1.283 0.272 -0.025
H: -3.346 -1.026 0.360
H: -3.059 -2.506 3.302
H: -1.544 -2.243 2.200
H: -3.024 -3.219 1.552
C: 1.292 0.555 -4.587
C: -0.154 0.402 -5.048
O: -0.879 0.011 -3.884
S: -0.183 0.691 -2.575
O: -0.919 1.892 -2.246
O: 0.094 -0.350 -1.613
O: 1.217 1.130 -3.283
H: 1.784 -0.420 -4.501
H: 1.873 1.197 -5.254
H: -0.263 -0.345 -5.839
H: -0.561 1.358 -5.394
C: 5.186 3.631 0.865
C: 4.261 4.840 0.966
O: 3.481 4.813 -0.228
S: 3.258 3.262 -0.680
O: 1.963 2.833 -0.198
O: 3.670 3.124 -2.057
O: 4.401 2.597 0.274
H: 6.033 3.837 0.203
H: 5.559 3.314 1.843
H: 4.811 5.781 1.046
H: 3.578 4.745 1.817
C: -5.795 0.058 -4.584
C: -5.437 1.538 -4.482
O: -4.047 1.564 -4.164
S: -3.321 0.277 -4.855
O: -2.724 0.710 -6.098
O: -2.587 -0.435 -3.835
O: -4.672 -0.565 -5.205
H: -5.925 -0.385 -3.591
H: -6.699 -0.108 -5.176
H: -6.018 2.056 -3.715
H: -5.572 2.043 -5.444
C: 3.503 -6.059 3.846
C: 3.997 -4.616 3.770
O: 3.125 -3.972 2.845
S: 1.644 -4.648 2.952
O: 0.831 -3.819 3.815
O: 1.229 -5.053 1.629
O: 2.080 -5.978 3.789
H: 3.847 -6.639 2.984
H: 3.820 -6.555 4.767
H: 5.034 -4.548 3.434
H: 3.895 -4.113 4.737

Which of these has the lowest E_tot?
C17H28FNO19S4

Among the records above, which one has the lowest E_tot?
C17H28FNO19S4

Which of these has the lowest E_tot?
C17H28FNO19S4

What is the formula in the second record?
C17H28FNO19S4